Entry 1:
Formula: C2H26O10S2
Source: the Open Molecules 2025 dataset
Level of theory: the ωB97M-V functional and the def2-TZVPD basis

2S+1 = 1
Energy above the lowest of the compared OMol25 structures with the same formula, charge and spin = 0.0 kcal/mol
Highest occupied orbital energy = -8.83 eV
Structure (SMILES) = CSSC.O.O.O.O.O.O.O.O.O.O

Structure (XYZ):
```
40
Properties=species:S:1:pos:R:3:lowdin_charge:R:1
O -2.949 -2.163 -0.938 -0.05
S 0.125 2.616 -1.262 0.40
H 0.471 0.177 -4.238 0.08
H -0.476 -1.937 2.031 0.01
H -3.184 -0.304 -2.882 0.00
H -1.247 -1.334 -3.881 -0.05
H -0.564 -3.462 0.331 0.04
O -1.160 -2.998 0.888 -0.05
H 1.216 4.454 -0.204 0.01
C 1.016 3.450 0.094 -0.45
H 1.564 -0.899 2.731 0.01
S -0.185 0.713 -0.802 0.39
O 3.225 1.268 1.020 -0.11
H 1.104 -1.323 -1.000 0.02
H 2.084 0.312 3.327 -0.01
H 1.977 2.920 0.326 0.02
H -0.258 -1.949 3.552 0.10
O 0.418 -0.804 -4.196 -0.06
C 1.306 -0.277 -1.170 -0.44
H -0.723 0.096 2.881 0.04
O 2.410 -0.459 2.892 -0.05
O 1.540 2.038 3.381 -0.05
H -2.116 -2.054 -2.936 0.01
H 4.167 1.312 1.155 0.04
H -3.198 -1.271 -1.228 0.00
H -3.192 0.928 -1.945 0.04
H 0.614 1.795 3.269 -0.01
H -1.395 1.253 2.095 0.01
H -3.771 -2.641 -0.803 0.08
H 2.902 0.520 1.620 0.02
H 0.687 -1.132 -5.072 0.08
O -2.124 -1.489 -3.680 -0.01
O -0.094 -1.435 2.758 -0.04
H 1.713 -0.167 -2.204 0.03
H 0.412 3.438 1.063 0.05
O -3.628 0.109 -2.144 -0.05
H 2.168 -0.033 -0.520 0.01
O -0.923 1.106 2.899 -0.09
H 1.881 2.240 2.534 -0.02
H -1.814 -2.615 0.256 0.02
```



Entry 2:
Formula: C16H8Cl3N4O6S2Ti
Source: the Open Molecules 2025 dataset
Level of theory: the ωB97M-V functional and the def2-TZVPD basis

⟨S²⟩ = 0.76
2S+1 = 2
Energy above the lowest of the compared OMol25 structures with the same formula, charge and spin = 25.5 kcal/mol
Total charge = -2
Highest occupied orbital energy (spin up / spin down) = -1.79 / -1.85 eV

Structure (XYZ):
```
40
Properties=species:S:1:pos:R:3:lowdin_spin:R:1
H 2.874 -2.379 0.339 0.00
H 1.125 -0.203 3.640 0.00
O -1.021 0.137 1.779 0.01
H -2.731 2.686 -2.108 0.00
C -2.227 0.079 2.131 0.00
N -1.372 1.695 -0.814 0.00
C 4.397 2.109 -0.989 0.00
C -1.977 0.656 -2.646 0.00
C 1.291 -0.941 2.874 0.00
H 3.138 -0.211 1.884 0.00
C -3.087 -1.097 1.467 0.00
O -2.361 -0.802 -4.512 0.00
C -0.385 -1.423 -2.037 0.01
O 0.355 -1.710 -1.043 0.00
Cl -3.983 -1.975 2.729 0.00
C 2.555 2.444 0.549 0.00
Cl -4.248 -0.336 0.343 0.00
N -0.731 0.547 -0.790 0.00
C 3.114 1.723 -0.455 0.00
S 2.349 0.340 -1.182 -0.01
C -2.134 1.813 -1.909 0.01
O -2.858 0.788 2.894 0.00
S 1.022 2.042 1.272 0.00
C -1.063 -0.106 -1.888 0.02
C 2.194 -2.071 1.114 0.00
H -1.130 2.370 -0.092 0.00
C -2.667 0.343 -3.924 0.00
H -1.674 -1.347 -4.005 0.00
N 5.422 2.397 -1.432 0.00
H -0.308 -2.432 3.268 0.00
C 1.092 -2.813 1.598 0.01
C 3.236 3.606 1.064 0.00
Cl -2.084 -2.227 0.564 0.01
N 3.752 4.545 1.490 0.00
O -0.573 -2.124 -3.038 0.03
Ti 0.558 -0.442 0.467 0.91
H 0.751 -3.758 1.204 0.00
C 0.544 -2.122 2.683 0.00
O -3.475 1.109 -4.404 0.00
C 2.321 -0.912 1.917 0.00
```



Entry 3:
Formula: C4H12N3
Source: the Open Molecules 2025 dataset
Level of theory: the ωB97M-V functional and the def2-TZVPD basis

2S+1 = 1
Energy above the lowest of the compared OMol25 structures with the same formula, charge and spin = 57.4 kcal/mol
Total charge = +1
Highest occupied orbital energy = -13.41 eV
Structure (SMILES) = N/C=[NH+]\CCCN

Structure (XYZ):
```
19
Properties=species:S:1:pos:R:3:lowdin_charge:R:1
H 0.573 2.534 2.112 0.15
H -1.847 -0.748 -1.516 0.11
N 0.485 1.709 1.523 0.23
N -1.715 -0.070 0.509 -0.02
H 2.384 -0.290 0.205 0.16
H -2.705 0.090 0.671 0.08
H -2.132 -1.937 -0.190 0.12
H 2.109 2.311 0.406 0.16
H 0.022 0.906 1.958 0.14
H 0.232 0.516 -1.476 0.12
C 1.446 1.477 0.671 -0.12
C -1.522 -1.107 -0.537 -0.26
H 1.522 -0.534 -1.886 0.13
C 0.814 -0.326 -1.089 -0.13
N 1.612 0.334 0.023 0.02
H -1.453 0.848 0.144 0.05
H 0.253 -1.872 0.366 0.12
H -0.052 -2.354 -1.280 0.12
C -0.024 -1.489 -0.616 -0.18
```



Entry 4:
Formula: C2HClF2S
Source: the Open Molecules 2025 dataset
Level of theory: the ωB97M-V functional and the def2-TZVPD basis

2S+1 = 1
Energy above the lowest of the compared OMol25 structures with the same formula, charge and spin = 62.5 kcal/mol
Highest occupied orbital energy (spin up / spin down) = -10.02 / -10.01 eV

Structure (XYZ):
```
7
Properties=species:S:1:pos:R:3:lowdin_charge:R:1
F -1.708 -0.668 -0.034 -0.34
F -0.669 1.698 -0.743 0.14
Cl -0.821 2.529 2.102 0.71
S -0.162 -0.324 2.476 0.76
H 0.330 0.035 -0.260 0.09
C -0.323 1.044 1.470 -1.13
C -0.311 0.745 0.047 -0.23
```



Entry 5:
Formula: C44H33N6O9P2Re
Source: the Open Molecules 2025 dataset
Level of theory: the ωB97M-V functional and the def2-TZVPD basis

⟨S²⟩ = 0.76
2S+1 = 2
Energy above the lowest of the compared OMol25 structures with the same formula, charge and spin = 109.3 kcal/mol
Total charge = +1
Highest occupied orbital energy (spin up / spin down) = -10.12 / -9.78 eV

Structure (XYZ):
```
95
Properties=species:S:1:pos:R:3:lowdin_spin:R:1
C 1.203 -0.405 -3.292 0.00
C 0.016 2.847 3.200 0.01
P 1.451 -1.659 0.306 0.00
C -3.242 -1.787 4.042 0.00
N -2.249 2.825 -1.162 0.02
C 5.297 -3.942 1.225 0.00
H 6.053 -3.098 -0.598 0.00
C -1.356 -4.620 0.333 0.00
H 0.517 -4.105 1.309 0.00
H 3.987 -1.884 -1.111 0.00
C -4.033 -1.497 -2.246 -0.01
C -2.106 4.211 -1.143 0.01
P -0.017 0.520 1.679 0.10
H -2.993 -5.041 -0.925 0.00
C 1.094 1.653 5.462 0.00
H 1.436 7.148 -0.499 0.00
C -2.275 -1.162 -0.423 0.00
C 2.702 0.039 1.849 0.00
H -4.662 -2.147 -2.844 0.00
H -2.688 1.086 2.335 0.01
C 0.405 1.513 3.158 0.00
C -1.009 -1.738 3.146 0.00
N -2.236 0.247 -0.799 0.01
C -3.297 -2.104 -1.104 0.00
H 3.241 0.262 0.926 0.00
H -1.437 -5.539 0.898 0.00
H -0.039 -2.198 3.024 0.00
N 0.003 3.589 -0.061 0.00
H -1.809 -3.362 4.293 0.00
H -0.008 1.543 -6.395 0.00
H 1.202 -0.135 4.285 0.00
C 0.321 1.006 -5.517 0.00
C 0.176 3.585 4.366 0.00
C 0.751 0.967 -3.073 0.01
H -4.016 -2.537 -0.405 0.00
H 2.808 5.324 0.533 0.00
C 4.218 -4.025 2.092 0.00
C 3.041 -3.356 1.803 0.00
Re -0.876 1.695 -0.216 0.74
H 6.210 -4.476 1.448 0.00
C 2.948 -2.595 0.638 0.00
N 0.694 -0.967 -6.944 0.00
C -1.256 -0.496 2.577 0.00
H -0.131 4.623 4.392 0.00
O 0.773 1.498 -1.928 0.03
C -2.140 -3.086 -1.452 0.00
H 2.206 -3.411 2.491 0.00
H -0.909 6.590 -1.238 0.00
C -0.257 5.860 -0.778 0.00
C 1.034 6.152 -0.371 0.00
H 1.501 1.182 6.347 0.00
H -0.640 -1.519 -1.784 0.00
C -0.238 -3.737 0.624 0.00
O -0.383 3.507 -5.409 0.00
H -4.010 -2.291 4.613 0.00
C -2.499 0.111 2.772 0.01
H -2.072 -3.313 -2.519 0.00
C 1.564 -1.268 -2.196 0.00
C 1.179 -1.009 -4.544 0.00
O 1.079 -2.120 -7.003 0.00
C 0.332 1.638 -4.299 0.00
H 1.813 3.069 0.772 0.00
C 1.251 3.883 0.334 0.00
C 5.210 -3.170 0.074 0.00
C -0.092 -2.539 0.042 0.00
O 1.643 -0.658 -0.939 0.00
C -3.185 2.166 -1.929 0.00
H 1.502 -2.036 -4.647 0.00
C -2.204 -4.347 -0.658 0.00
H -2.357 -1.209 0.656 0.00
H -4.531 0.314 -3.247 0.00
C 0.930 0.914 4.305 0.00
H 2.567 0.966 2.397 0.00
C 4.040 -2.490 -0.220 0.00
N -0.082 3.040 -4.329 0.00
C -3.964 -0.185 -2.472 0.00
C 1.798 5.141 0.196 0.00
O -2.906 5.040 -1.471 0.01
H -4.447 -0.056 3.646 0.00
C 0.718 2.991 5.493 0.00
C -3.096 0.666 -1.687 -0.01
C 0.737 -0.313 -5.639 0.00
H 0.837 3.564 6.403 0.00
C -0.734 4.576 -0.614 0.00
O -3.968 2.622 -2.719 -0.01
O 0.285 -0.315 -7.883 0.00
N 1.367 -0.582 1.594 0.04
H -0.431 3.301 2.326 0.00
O -0.024 3.698 -3.307 0.00
H 4.298 -4.606 3.001 0.00
C -2.005 -2.387 3.864 0.00
C -1.110 -2.028 -0.948 0.00
H 3.312 -0.626 2.457 0.00
O 1.759 -2.465 -2.234 0.00
C -3.487 -0.532 3.498 0.00
```



Entry 6:
Formula: C41H36BiCl2N12O6SSe
Source: the Open Molecules 2025 dataset
Level of theory: the ωB97M-V functional and the def2-TZVPD basis

⟨S²⟩ = 0.77
2S+1 = 2
Energy above the lowest of the compared OMol25 structures with the same formula, charge and spin = 85.3 kcal/mol
Total charge = -2
Highest occupied orbital energy (spin up / spin down) = -0.37 / -2.48 eV

Structure (XYZ):
```
100
Properties=species:S:1:pos:R:3:lowdin_spin:R:1
C -2.851 2.077 0.223 0.00
H -4.172 -4.784 3.037 0.00
H 2.343 0.015 3.509 0.00
C 2.238 2.208 -0.928 0.01
C -1.140 -1.364 -4.421 0.00
N -0.540 2.577 2.761 0.00
H -1.736 -0.382 -1.301 0.00
H -6.989 3.428 -1.493 0.00
H 1.671 3.106 -0.697 0.00
C 0.122 -1.888 2.976 0.07
C -3.959 -3.725 2.981 0.00
C 3.604 -0.096 -1.415 0.04
C 5.184 -3.663 0.333 0.00
C 2.731 2.949 2.113 0.00
O 1.000 3.234 0.508 0.00
N -1.937 -1.247 -3.206 0.00
H 4.505 0.662 4.601 0.00
C -4.260 -2.870 4.033 0.00
O -1.635 1.939 -0.115 0.00
H -2.204 2.555 -2.353 0.00
C 0.877 -1.190 -3.176 0.00
C -3.758 2.557 -0.902 0.00
H 0.851 -2.884 -1.190 0.00
H -0.637 -3.925 -4.323 0.00
H 4.106 -1.033 -1.607 0.00
H -0.685 -2.318 -0.477 0.00
C -0.112 -2.411 -1.398 0.00
N 0.125 -1.075 -1.937 0.00
C -0.088 -3.319 -3.594 0.00
H 1.845 -1.656 -2.970 0.00
H -5.477 2.659 0.351 0.00
O -3.359 1.882 1.328 0.00
N -0.395 -2.964 3.692 0.03
C -2.133 -2.582 -2.640 0.00
H 4.023 6.484 1.233 0.00
H -0.974 -0.366 -4.833 0.00
H -3.106 -3.833 0.989 0.00
C -4.080 3.163 -3.210 0.00
C -3.402 -1.052 2.710 0.00
N 2.016 1.175 -0.123 0.11
H -2.700 -3.195 -3.351 0.00
C 2.824 0.960 3.293 0.00
C 4.566 2.564 3.632 0.00
C 4.369 4.717 2.375 0.00
H -1.226 -2.750 4.215 0.00
C 3.920 3.429 2.723 0.00
H -3.708 3.306 -4.214 0.00
H 2.584 -5.697 -0.393 0.00
N 1.334 -1.032 1.322 0.25
H -4.219 -0.805 4.645 0.00
O -5.820 4.018 -5.119 0.00
H -0.384 -3.842 3.198 0.00
C -1.083 3.301 3.498 0.00
C 2.524 4.997 0.871 0.00
C 3.111 -2.408 0.300 0.01
N -0.858 -3.258 -2.353 0.00
N 0.957 -2.136 2.030 0.00
H 4.531 0.917 -3.046 0.00
C 2.677 -0.002 -0.342 0.09
C 4.025 1.336 3.906 0.00
C -3.985 -1.520 3.869 0.00
C 3.126 -4.790 -0.149 0.00
H 1.049 -0.190 -3.582 0.00
C 2.351 -1.142 0.474 0.12
N -3.076 -1.907 1.709 0.00
H -3.203 -0.009 2.511 0.00
H 5.038 -1.563 0.726 0.00
C -1.170 -0.458 -2.226 0.00
Cl 1.686 5.995 -0.270 0.00
H -1.008 0.544 -2.631 0.00
C 4.505 -4.832 0.020 0.01
Cl 5.836 5.350 3.084 0.00
C -5.427 3.407 -2.948 0.00
C 2.438 -3.596 -0.005 0.01
C -5.104 2.807 -0.654 0.00
H 3.280 3.059 -2.610 0.01
H 5.041 -5.768 -0.085 0.00
S -0.386 -0.305 3.496 0.02
Se -1.844 4.380 4.627 0.00
H -2.693 -2.482 -1.710 0.00
C 3.827 0.990 -2.224 0.05
H -4.698 -3.245 4.948 0.00
C -5.941 3.231 -1.665 0.00
H 0.876 -3.792 -3.384 0.00
C -3.376 -3.225 1.839 0.00
C 2.012 3.712 1.119 0.00
H 5.488 2.881 4.100 0.00
N 2.217 1.741 2.430 0.01
Bi 0.196 1.111 1.261 0.01
C 3.675 5.491 1.481 0.00
C 3.130 2.186 -1.989 0.10
O -2.478 -1.498 0.650 0.00
O -7.466 4.057 -3.760 0.00
H 1.365 -3.567 -0.131 0.00
N 0.163 -2.000 -4.184 0.00
C -3.255 2.744 -2.187 0.00
C 4.495 -2.466 0.474 0.01
H 6.258 -3.689 0.477 0.00
N -6.289 3.855 -4.006 0.00
H -1.690 -1.964 -5.154 0.00
```